Entry 1:
Entry from OMol25: one molecule with the formula C8H15BO2 (wB97M-V/def2-TZVPD).

XYZ file:
```
26
Properties=species:S:1:pos:R:3:forces:R:3
O -1.17769 1.03879 0.16493 1.1 0.9 -0.1
O 1.21932 0.51261 0.21914 -0.4 -0.5 -0.2
C -2.85886 -0.11472 -1.21392 1.8 0.3 0.4
C 2.15005 -1.28810 -1.08802 0.2 0.6 0.4
C -0.37230 -0.83079 -1.04218 0.5 -0.6 -0.4
C 0.95983 -0.85372 -0.23214 -1.0 0.2 0.1
C 0.46871 2.80207 0.97142 -0.1 -0.5 -0.1
C -1.56881 -0.23746 -0.33330 0.0 -0.1 0.2
C 0.64025 2.98300 2.27345 -0.3 -0.1 -0.5
C 0.80100 -1.78983 0.97776 -0.3 0.6 0.8
B 0.17523 1.40027 0.35844 -1.0 -1.2 0.5
H -0.58732 -1.85069 -1.39549 0.0 0.2 0.1
H 0.56019 2.14140 2.94252 0.1 0.0 0.3
H 2.41534 -0.54502 -1.84376 -0.4 0.0 -0.1
H 1.95619 -2.24379 -1.56298 0.0 -0.2 0.0
H 1.72711 -1.85848 1.55683 0.0 0.0 -0.2
H 0.49364 -2.79847 0.68959 0.1 0.1 -0.2
H -0.20057 -0.20831 -1.90670 0.2 0.2 -0.6
H 3.04723 -1.34788 -0.45887 -0.2 -0.2 0.0
H -3.24855 -1.10775 -1.37976 -0.3 -0.2 0.0
H 0.03721 -1.40640 1.69553 0.4 -0.2 -0.6
H -3.58453 0.53887 -0.73640 0.0 -0.1 0.1
H -2.57636 0.32143 -2.18167 -0.1 -0.1 0.2
H 0.78329 3.96591 2.67466 0.2 0.3 0.4
H -1.75521 -0.85866 0.54370 -0.5 0.0 0.1
H 0.49563 3.63574 0.30722 0.1 0.8 -0.3
```
Forces are in eV/Å.

Computed properties:
E_LUMO: 0.73 eV
Frontier orbital gap: 0.387 Eh
SMILES: C=CB1O[C@@H](C)CC(C)(C)O1
Energy relative to the best compared isomer or geometry (same formula, charge and spin): 0.00 kJ/mol
E: -489.2345 hartree
E_HOMO: -9.79 eV


Entry 2:
Entry from OMol25: C8H15CaO14S3Ti as an isolated structure (wB97M-V/def2-TZVPD).

XYZ file:
```
42
Properties=species:S:1:pos:R:3:forces:R:3
Ti -4.39916 -3.74740 0.52993 0.6 1.0 -0.5
Ca -1.51124 -4.53999 -1.26808 0.7 1.5 -0.4
S 2.94250 -0.99388 1.38952 -0.7 2.3 0.3
S -3.24242 3.32073 4.03364 -1.5 4.4 3.0
S 1.37111 0.28226 -4.40925 1.7 -0.2 -2.0
O -2.67418 4.13840 5.21209 -1.7 -3.5 -4.8
O -4.71810 3.40221 3.83596 4.5 -0.8 0.0
O 0.36792 1.01994 -3.27996 -1.1 -0.1 -2.6
O -2.37040 3.70139 2.62743 -1.4 -0.2 1.6
O 1.97371 1.18837 -5.42389 -2.1 -1.8 3.4
O 3.48374 -1.57860 -0.03089 -0.7 -0.1 1.4
O 0.88396 -1.00101 -4.94612 0.3 2.8 2.1
O -0.74683 -2.11114 -1.63126 0.6 -1.9 -1.3
O -2.75041 1.80127 4.04624 -0.8 -0.1 0.7
O 2.05250 -2.39332 1.71471 1.4 2.8 2.3
O 4.09796 -0.81760 2.25018 -2.7 -0.6 -1.5
O 1.91339 0.12811 1.25843 3.2 -3.8 -0.1
O -2.62648 -2.57957 -0.71946 -3.7 -4.3 1.7
O 2.46795 -0.03179 -3.22826 -0.4 -1.5 -1.0
C -1.88892 -1.77503 -1.33433 2.1 4.6 1.4
C -1.44079 1.74512 3.54276 1.4 0.0 -1.0
C 2.51858 -2.55983 -0.60393 0.3 2.8 1.3
C -1.50848 2.63423 2.30806 1.1 -0.1 -0.5
C -2.23392 -0.28706 -1.23333 -0.6 -0.3 -0.7
C 0.94473 1.20570 -1.98650 0.2 -0.7 -1.1
C 2.40013 1.02251 -2.32190 0.2 1.7 1.5
C 1.55679 -2.90086 0.58144 0.6 -2.4 -2.5
H 2.84207 0.89389 -1.33385 1.0 -0.7 -0.6
H -1.81385 2.11627 1.39891 -0.8 -0.2 0.1
H -1.97043 0.24451 -2.14773 -0.1 -0.1 0.0
H 0.70344 2.15782 -1.51388 0.0 0.1 -0.5
H 0.53861 -2.64906 0.28480 -0.2 0.5 0.4
H 0.52683 0.39213 -1.39358 0.4 -0.1 0.4
H -1.14608 0.73184 3.26980 -0.5 -0.1 0.1
H -0.67710 2.09539 4.23716 -0.3 0.3 0.3
H -1.68077 0.19802 -0.42908 0.4 -0.5 0.1
H 2.81206 1.87379 -2.86389 0.0 0.5 0.6
H 3.12331 -3.39564 -0.95583 -0.3 0.4 -0.4
H 1.66855 -3.97658 0.71727 -0.5 -0.4 0.0
H -0.52523 3.01019 2.02524 0.1 0.4 0.4
H -3.28220 -0.13993 -0.97343 0.0 -0.1 -0.3
H 2.01723 -1.82596 -1.23495 -0.2 -1.3 -1.2
```
Forces are in eV/Å.

Computed properties:
E_LUMO (spin up / spin down): -9.30 / -9.78 eV
Charge: +2
Frontier orbital gap (spin up / spin down): 0.193 / 0.175 Eh
Multiplicity: 4
E: -4087.9625 hartree
E_HOMO (spin up / spin down): -14.55 / -14.55 eV


Entry 3:
Entry from OMol25: an isolated ion of composition C8H15ClN2 and charge +2 (wB97M-V/def2-TZVPD).

XYZ file:
```
26
Properties=species:S:1:pos:R:3:forces:R:3
Cl -0.77190 1.35184 -2.43287 0.5 -0.1 0.9
N -2.31676 -0.43119 0.58586 -0.5 0.1 -0.3
N 2.49325 -0.00820 -0.03579 -1.7 -2.7 0.9
C 2.51341 1.33817 -0.48030 3.7 0.2 -1.0
C -2.68743 0.59803 1.63237 -1.5 0.0 1.4
C -0.44206 1.17080 -0.66526 -1.4 -3.2 -1.5
C 3.82974 -0.52249 0.10846 1.0 2.7 -0.6
C 1.43409 -0.76966 0.15280 1.9 0.9 0.4
C -3.18940 -0.57272 -0.62875 1.6 -0.3 -2.0
C 0.20369 -0.10097 -0.11484 -2.6 0.2 0.1
C -1.10656 0.01713 0.01895 3.3 -0.1 0.1
H -0.37270 2.08769 -0.20840 0.4 2.1 1.1
H -4.19821 -0.66721 -0.39089 -1.6 -0.6 0.7
H 4.21912 -0.80027 -0.83475 0.1 -0.6 -1.2
H -3.07764 0.38005 -1.15370 -0.1 -0.4 -0.3
H 1.74389 1.60828 -1.11899 -1.0 0.4 -1.3
H -3.77991 0.91462 1.52297 1.9 0.3 -0.5
H 4.50860 0.29006 0.42003 -0.5 -0.3 0.2
H -2.31977 -1.36511 1.00400 0.7 0.1 0.2
H 3.56779 1.32671 -0.92095 -1.8 1.0 -0.5
H 1.54324 -1.81171 0.60864 -0.2 1.5 -1.0
H -2.75450 -1.45918 -1.24173 -1.0 1.6 1.0
H 3.86825 -1.25491 0.79020 0.1 -2.9 2.3
H 2.65156 2.04545 0.29836 -0.3 0.4 1.3
H -2.74547 0.06234 2.57859 0.2 -0.2 0.1
H -1.83589 1.30926 1.78247 -1.4 -0.1 -0.6
```
Forces are in eV/Å.

Computed properties:
E_LUMO: -9.13 eV
Charge: +2
Frontier orbital gap: 0.326 Eh
SMILES: C[N+](C)=CC1=C([NH+](C)C)[C@@H]1Cl
Energy relative to the best compared isomer or geometry (same formula, charge and spin): 136.10 kJ/mol
E: -882.7403 hartree
E_HOMO: -17.99 eV


Entry 4:
Entry from OMol25: C8H15F2HgN2O12S2 as an isolated structure (wB97M-V/def2-TZVPD).

XYZ file:
```
42
Properties=species:S:1:pos:R:3:forces:R:3
Hg 4.28930 21.90963 31.98210 -3.6 1.2 2.5
S 4.08911 20.37059 28.76856 -0.9 3.1 -0.4
S 4.31444 18.63033 30.42398 0.8 -3.4 4.4
F 5.03348 18.59297 31.86822 -0.4 0.1 -0.1
F 3.22887 21.71242 28.63971 0.3 -0.1 0.7
O 3.82277 21.14791 34.36154 1.7 -0.9 0.2
O 6.47316 21.79796 32.73812 0.9 -0.7 0.1
O 5.35903 17.98050 29.66693 -0.4 0.8 -0.9
O 1.86576 24.51330 33.54841 0.4 2.0 -0.8
O 1.93871 19.99820 34.90226 0.5 -0.2 -0.1
O 2.59444 23.55925 31.66573 0.2 1.2 -1.7
O 2.17653 21.07650 32.94221 0.4 -1.1 -1.0
O 3.11246 17.88744 30.63403 0.1 0.3 -0.6
O 3.23319 19.47709 28.04410 0.6 -0.6 0.3
O 5.33656 20.78878 28.20186 0.1 -0.5 0.1
O 5.83673 24.05503 27.69264 0.9 -0.3 -0.2
O 4.04320 24.04902 33.23316 1.4 1.6 -0.3
N 5.85952 23.18395 30.52161 1.5 1.9 0.0
N 4.14863 20.19826 30.42758 -0.1 -0.6 -4.6
C 6.90854 20.74524 33.57726 0.4 0.3 0.3
C 2.82932 24.22543 32.77597 -1.0 -4.1 1.9
C 5.05835 24.29685 29.95470 -1.2 -0.9 -0.4
C 7.46286 22.74907 32.46026 -1.1 0.5 -0.3
C 6.86900 23.75939 31.44958 0.3 0.0 0.2
C 4.84540 24.09757 26.69628 -0.4 1.2 0.5
C 2.65137 20.66382 34.08126 -1.0 1.3 0.1
C 5.67162 24.97840 28.75491 -0.9 0.6 0.3
H 5.19639 24.75625 25.88833 -0.1 -0.2 -0.3
H 6.44134 22.92197 29.72635 -0.5 -1.0 -0.1
H 4.14662 23.79273 29.62034 -0.1 0.3 -0.1
H 8.37989 22.29091 32.06831 0.0 -0.2 0.2
H 6.57472 25.54594 29.00905 0.5 -0.5 -0.3
H 4.53613 23.12449 26.32433 0.4 -0.2 0.2
H 3.95521 24.58462 27.11180 -0.2 -0.2 -0.1
H 4.96778 25.76357 28.44584 -0.1 0.0 0.0
H 7.63068 23.31599 33.38362 0.6 -0.1 0.0
H 6.06738 20.15503 33.93591 -0.3 0.3 -0.2
H 7.70181 24.18164 30.86674 0.1 0.1 0.1
H 7.39628 21.20484 34.44726 0.1 -0.2 0.1
H 6.43617 24.57367 32.02987 -0.5 -0.2 -0.1
H 7.63173 20.12005 33.03731 0.0 0.0 0.0
H 4.66443 25.00274 30.68694 0.4 -0.2 0.4
```
Forces are in eV/Å.

Computed properties:
E_LUMO: 6.28 eV
Charge: -3
Frontier orbital gap: 0.116 Eh
Energy relative to the best compared isomer or geometry (same formula, charge and spin): 12.67 kJ/mol
E: -2475.5240 hartree
E_HOMO: 3.13 eV


Entry 5:
Entry from OMol25: one molecule with the formula C8H15FN2O2 (wB97M-V/def2-TZVPD).

XYZ file:
```
28
Properties=species:S:1:pos:R:3:forces:R:3
F -0.75003 1.03621 2.39197 0.2 -0.2 -0.6
O -1.04775 -2.90105 1.58108 -0.7 0.2 0.5
O 0.67812 -2.94539 0.36028 0.7 0.2 -0.5
N -1.43610 -0.40200 -0.75991 -1.1 0.6 -1.5
N -0.09519 -2.34469 1.07008 -0.7 -1.9 0.0
C 0.09459 -0.94666 1.28980 0.5 2.8 -1.4
C 0.77087 0.71759 -0.67919 -1.0 -1.6 -1.7
C -0.89182 -0.33823 2.30031 -0.9 -1.9 3.0
C 1.60558 -0.72191 1.65097 0.3 -2.7 -3.7
C -2.67572 -1.09981 -0.64283 -1.0 1.8 -3.7
C -0.36197 -0.21538 -0.22517 1.6 -0.4 2.0
C 0.47943 1.68222 -1.83860 -1.1 -0.1 -0.5
C 1.60337 2.56965 -2.36246 -2.2 1.4 -1.4
H 0.92407 1.22309 0.23233 1.1 1.0 0.7
H 1.86782 -1.33223 2.52129 0.1 0.8 0.1
H 1.53155 -0.03466 -0.96137 0.3 0.8 0.4
H -2.70013 -1.87517 -1.50240 -0.3 1.6 1.0
H 2.33408 2.16763 -3.03106 0.1 -0.8 -0.5
H 0.17801 1.14126 -2.76109 -0.7 0.0 1.0
H -3.55840 -0.29943 -0.68509 1.9 -1.8 -0.4
H 1.09947 3.48056 -2.89764 1.1 -1.6 1.0
H -0.68833 -0.73975 3.40070 -0.2 0.6 -2.2
H 2.29886 -1.13657 0.70703 -2.0 0.7 2.6
H -2.85231 -1.66122 0.16842 -0.3 -1.9 3.4
H 1.78613 0.30636 1.53893 0.5 1.2 1.3
H -0.32495 2.37697 -1.45169 0.5 -0.9 -0.8
H 2.12244 2.89077 -1.54338 1.6 1.5 2.1
H -1.99168 -0.59814 2.12871 1.6 0.4 -0.3
```
Forces are in eV/Å.

Computed properties:
E_LUMO: 0.21 eV
Frontier orbital gap: 0.334 Eh
SMILES: CCC/C(=N/C)[C@@](C)(CF)[N+](=O)[O-]
Energy relative to the best compared isomer or geometry (same formula, charge and spin): 498.07 kJ/mol
E: -673.4734 hartree
E_HOMO: -8.86 eV


Entry 6:
Entry from OMol25: a 2-piece molecular cluster, C8H15IS2 overall (wB97M-V/def2-TZVPD).

XYZ file:
```
26
Properties=species:S:1:pos:R:3:forces:R:3
I 3.86051 -0.79677 1.12287 0.0 -0.8 0.4
S -4.36449 -0.44212 1.93649 -0.4 0.7 0.7
S 2.31161 2.58761 0.61655 0.8 -1.0 -0.6
C -1.37530 -0.13188 0.15717 -2.8 0.1 -0.6
C -2.63001 -1.15241 0.03111 3.8 0.7 -2.3
C 1.07752 1.27129 0.50402 1.8 -1.6 -0.2
C -3.95750 -0.51331 0.18251 0.1 -2.6 1.8
C 4.38187 0.83769 0.10018 -0.9 1.4 -0.5
C 5.20004 0.97775 -0.91593 0.2 -0.7 -0.2
C 0.87607 0.47524 -0.77977 -0.5 1.0 0.9
C -0.13337 -0.69338 -0.43808 4.1 0.6 0.1
H 1.40427 0.43699 1.17427 -0.5 1.1 0.4
H -4.02027 0.44642 -0.20856 -0.2 1.6 -0.9
H -0.13601 -1.05002 -1.43588 -1.2 -1.3 -0.8
H -4.31619 -1.75775 2.10833 0.0 -0.3 0.1
H -2.30912 -1.95536 0.69020 -0.9 -0.2 0.4
H 0.11256 1.61926 0.75160 -0.8 0.9 1.0
H -1.68417 0.90334 -0.31850 0.7 -2.0 0.7
H 5.59825 0.08140 -1.40674 0.1 0.0 0.5
H -1.20759 0.03489 1.21849 -0.2 0.2 0.1
H 5.59388 1.85898 -1.38864 -0.6 0.7 0.2
H 0.54580 -1.44802 0.19440 -2.0 1.4 -1.0
H -4.64144 -1.21142 -0.24544 -1.0 0.1 -0.6
H 1.83574 0.11210 -1.06967 0.6 -0.6 -0.5
H 0.51216 1.13627 -1.57629 -0.2 -0.3 0.0
H -2.53486 -1.62680 -1.00469 -0.2 0.7 1.0
```
Forces are in eV/Å.

Computed properties:
E_LUMO (spin up / spin down): -1.14 / -1.38 eV
Frontier orbital gap (spin up / spin down): 0.280 / 0.262 Eh
Energy relative to the best compared isomer or geometry (same formula, charge and spin): 110.48 kJ/mol
E: -1407.6931 hartree
E_HOMO (spin up / spin down): -8.76 / -8.51 eV


Question: What is the formula in the fifth record?
Answer: C8H15FN2O2


Question: Among the records above, which one has the lowest E?
Answer: C8H15CaO14S3Ti


Repeat the fifth record exactly.
Entry from OMol25: one molecule with the formula C8H15FN2O2 (wB97M-V/def2-TZVPD).

XYZ file:
```
28
Properties=species:S:1:pos:R:3:forces:R:3
F -0.75003 1.03621 2.39197 0.2 -0.2 -0.6
O -1.04775 -2.90105 1.58108 -0.7 0.2 0.5
O 0.67812 -2.94539 0.36028 0.7 0.2 -0.5
N -1.43610 -0.40200 -0.75991 -1.1 0.6 -1.5
N -0.09519 -2.34469 1.07008 -0.7 -1.9 0.0
C 0.09459 -0.94666 1.28980 0.5 2.8 -1.4
C 0.77087 0.71759 -0.67919 -1.0 -1.6 -1.7
C -0.89182 -0.33823 2.30031 -0.9 -1.9 3.0
C 1.60558 -0.72191 1.65097 0.3 -2.7 -3.7
C -2.67572 -1.09981 -0.64283 -1.0 1.8 -3.7
C -0.36197 -0.21538 -0.22517 1.6 -0.4 2.0
C 0.47943 1.68222 -1.83860 -1.1 -0.1 -0.5
C 1.60337 2.56965 -2.36246 -2.2 1.4 -1.4
H 0.92407 1.22309 0.23233 1.1 1.0 0.7
H 1.86782 -1.33223 2.52129 0.1 0.8 0.1
H 1.53155 -0.03466 -0.96137 0.3 0.8 0.4
H -2.70013 -1.87517 -1.50240 -0.3 1.6 1.0
H 2.33408 2.16763 -3.03106 0.1 -0.8 -0.5
H 0.17801 1.14126 -2.76109 -0.7 0.0 1.0
H -3.55840 -0.29943 -0.68509 1.9 -1.8 -0.4
H 1.09947 3.48056 -2.89764 1.1 -1.6 1.0
H -0.68833 -0.73975 3.40070 -0.2 0.6 -2.2
H 2.29886 -1.13657 0.70703 -2.0 0.7 2.6
H -2.85231 -1.66122 0.16842 -0.3 -1.9 3.4
H 1.78613 0.30636 1.53893 0.5 1.2 1.3
H -0.32495 2.37697 -1.45169 0.5 -0.9 -0.8
H 2.12244 2.89077 -1.54338 1.6 1.5 2.1
H -1.99168 -0.59814 2.12871 1.6 0.4 -0.3
```
Forces are in eV/Å.

Computed properties:
E_LUMO: 0.21 eV
Frontier orbital gap: 0.334 Eh
SMILES: CCC/C(=N/C)[C@@](C)(CF)[N+](=O)[O-]
Energy relative to the best compared isomer or geometry (same formula, charge and spin): 498.07 kJ/mol
E: -673.4734 hartree
E_HOMO: -8.86 eV


Question: Look up the E of the third one.
Answer: -882.7403 hartree